Formula: C6H18IO6
Source: the Open Molecules 2025 dataset
Level of theory: wB97M-V/def2-TZVPD

Summary:
Energy above the lowest of the compared OMol25 structures with the same formula, charge and spin (kcal per mole): 27.5
Net charge: -1
Electronic energy (Eh): -988.58061
HOMO level (Ha): -0.1781
Max |F| (eV Å⁻¹): 2.057

```
31
C6H18IO6 | the Open Molecules 2025 dataset | wB97M-V/def2-TZVPD
I -0.76355 -0.48527 -1.25181
C 2.75499 -0.02881 0.65205
C 3.01647 1.49964 0.84180
O 4.36794 1.85541 0.63927
O 1.51704 -0.36370 1.14787
H 3.47938 -0.61291 1.21967
H 2.82430 -0.25139 -0.41273
H 2.80041 1.78619 1.87102
H 2.27554 2.01998 0.23485
H 4.97339 1.41601 1.24090
H 0.88285 -0.29097 0.43086
C -2.14101 -4.83742 -0.92374
C -1.22458 -4.59418 -2.18538
O -1.84311 -4.56689 -3.46819
O -2.67733 -3.59309 -0.59756
H -1.64261 -5.24493 -0.04418
H -2.91321 -5.57752 -1.13365
H -0.52491 -5.42896 -2.22680
H -0.71820 -3.64993 -1.98520
H -1.19965 -4.27030 -4.11594
H -1.95148 -2.97421 -0.48928
C -1.00989 3.52000 0.35351
C -1.57916 4.47366 1.40271
O -0.57308 5.11364 2.25757
O -0.68572 2.28455 0.95366
H -0.17838 4.05597 -0.10413
H -1.84365 3.41934 -0.34133
H -2.39736 4.03487 1.97377
H -2.07747 5.31576 0.92246
H -0.20824 4.41773 2.80912
H -0.73969 1.55773 0.32883
```


Formula: C24H28N4O3
Source: the Open Molecules 2025 dataset
Level of theory: wB97M-V/def2-TZVPD

Summary:
Energy above the lowest of the compared OMol25 structures with the same formula, charge and spin (kcal per mole): 48.9
Net charge: 0
Electronic energy (Eh): -1376.11864
HOMO level (Ha): -0.2864
SMILES: CCOc1cccc(CN2CCC[C@@H](C(=O)Nc3ccc(-c4ccn[nH]4)cc3)C2)c1O
Max |F| (eV Å⁻¹): 0.878

```
59
C24H28N4O3 | the Open Molecules 2025 dataset | wB97M-V/def2-TZVPD
C 0.93232 5.05344 2.84270
C -0.20785 4.63650 3.76581
O -0.22641 3.24601 4.01562
C -0.66051 2.38626 3.03175
C -1.25710 2.73941 1.83517
C -1.66455 1.75014 0.95184
C -1.47710 0.41987 1.25840
C -0.87183 0.04091 2.45137
C -0.63138 -1.41206 2.76208
N 0.38056 -1.97324 1.86966
C 0.50402 -3.41477 2.01629
C 1.42827 -3.97606 0.93786
C 2.80220 -3.31884 1.01856
C 2.68404 -1.78771 1.00244
C 2.36259 -1.29081 -0.40904
O 3.24597 -0.97372 -1.17910
N 1.03581 -1.28225 -0.68981
C 0.40022 -0.91756 -1.87075
C -0.95398 -1.22881 -2.00712
C -1.64643 -0.87738 -3.14404
C -1.00950 -0.20757 -4.19088
C -1.75334 0.16096 -5.37912
C -3.11747 0.28845 -5.59825
C -3.23736 0.67736 -6.93584
N -2.05325 0.77929 -7.50948
N -1.17143 0.47326 -6.56422
C 0.34713 0.09035 -4.05214
C 1.04510 -0.25643 -2.91399
C 1.67685 -1.33387 2.06013
C -0.46289 1.02808 3.34013
O 0.13485 0.69101 4.51682
H 0.92558 6.13273 2.71989
H 0.83147 4.58555 1.86642
H 1.88569 4.75298 3.27062
H -1.17484 4.96702 3.36871
H -0.07185 5.08428 4.75443
H -1.41676 3.77412 1.57794
H -2.12916 2.03071 0.01946
H -1.80349 -0.34259 0.57049
H -0.33683 -1.51463 3.81663
H -1.55707 -1.97353 2.60233
H -0.49086 -3.85827 1.91745
H 0.89675 -3.68003 3.01348
H 0.98950 -3.80328 -0.04585
H 1.52574 -5.05435 1.07578
H 3.43114 -3.64796 0.19001
H 3.28803 -3.61845 1.95088
H 3.66396 -1.36511 1.24712
H 0.43426 -1.56678 0.09287
H -1.45683 -1.76461 -1.21431
H -2.69066 -1.13410 -3.23534
H -3.91060 0.14175 -4.89468
H -4.12904 0.88283 -7.49395
H -0.18884 0.45961 -6.78455
H 0.86808 0.62197 -4.83523
H 2.09209 -0.02076 -2.82306
H 1.53750 -0.25223 1.99280
H 2.08034 -1.56235 3.06173
H 0.32911 1.51524 4.98508
```


Formula: C23H53ClMoP2Si
Source: the Open Molecules 2025 dataset
Level of theory: wB97M-V/def2-TZVPD

Summary:
2S+1: 3
Energy above the lowest of the compared OMol25 structures with the same formula, charge and spin (kcal per mole): 0.0
Net charge: 0
Electronic energy (Eh): -2408.63189
HOMO level (spin up / spin down) (Ha): -0.2676 / -0.2602
Max |F| (eV Å⁻¹): 3.076

```
81
C23H53ClMoP2Si | the Open Molecules 2025 dataset | wB97M-V/def2-TZVPD
Mo -0.68041 0.18516 -0.12983
P 0.22654 0.36195 2.00537
C 0.89785 2.05642 2.32718
C -1.38834 0.18867 2.93516
C 1.47845 -0.70169 2.84094
C 0.54293 3.06529 1.23331
H 1.98634 1.87723 2.28051
C 0.53188 2.61015 3.70531
H -0.53729 2.83654 3.77064
H 1.08919 3.54432 3.84770
H 0.79544 1.94465 4.52932
H 0.68298 2.68564 0.20920
H 1.21064 3.92918 1.36277
H -0.48844 3.43247 1.34049
H 2.39729 -0.33735 2.35403
C 1.39206 -2.20258 2.55777
C 1.55550 -0.45539 4.34877
H 2.04440 0.49507 4.57223
H 2.14880 -1.25312 4.81292
H 0.56171 -0.47320 4.81291
H 1.17226 -2.43228 1.50730
H 0.61965 -2.69424 3.16951
H 2.35853 -2.66275 2.82444
C -2.44085 1.19782 2.45880
H -1.13719 0.41687 3.98347
C -1.94259 -1.24071 2.86824
H -2.14894 2.23843 2.65759
H -3.35902 0.99056 3.03366
H -2.67448 1.08248 1.38187
H -1.98023 -1.61460 1.83155
H -2.96397 -1.22600 3.27951
H -1.33977 -1.93206 3.46733
Cl -2.61883 0.53618 -1.29774
H 0.91719 0.77478 -0.21134
H 0.96111 -0.20156 -0.37562
P 0.08796 -0.45175 -5.70510
C 1.75965 -1.13341 -6.24699
C -1.12270 -1.39821 -6.80334
C 0.18141 1.23418 -6.52437
C 2.27622 -2.14945 -5.21311
H 2.41811 -0.24809 -6.19715
C 1.81706 -1.71883 -7.65409
H 1.18935 -2.61409 -7.74594
H 2.85564 -2.00561 -7.87310
H 1.51181 -1.00413 -8.42036
H 2.26345 -1.72958 -4.20071
H 3.31318 -2.42899 -5.45666
H 1.67269 -3.06930 -5.21436
H 1.18486 1.58961 -6.23033
C -0.84557 2.19994 -5.90262
C 0.09331 1.21853 -8.04829
H 0.99535 0.79709 -8.49823
H 0.00284 2.25026 -8.41706
H -0.77751 0.65407 -8.40457
H -0.73282 2.24617 -4.81121
H -1.87845 1.90332 -6.13632
H -0.68740 3.21157 -6.30750
C -1.20621 -2.86659 -6.36929
H -0.72599 -1.36454 -7.83138
C -2.51076 -0.75566 -6.78626
H -0.26586 -3.40865 -6.52585
H -1.98088 -3.37160 -6.96742
H -1.47896 -2.95078 -5.30753
H -2.85938 -0.58150 -5.75939
H -3.22283 -1.42978 -7.28374
H -2.53857 0.19675 -7.32406
C -2.49291 -5.17588 -0.52368
Si -0.65511 -4.87028 -0.29524
C -0.00446 -5.70669 1.25855
C 0.34229 -5.37410 -1.81417
C -0.44880 -3.05755 -0.19532
C -0.41184 -1.79994 -0.14867
H -2.77103 -6.16810 -0.14678
H -2.79269 -5.11595 -1.57971
H -3.07590 -4.42896 0.03431
H -0.38600 -6.73858 1.26967
H 1.09424 -5.75285 1.29762
H -0.34062 -5.21356 2.18360
H -0.04369 -4.88481 -2.72315
H 1.39848 -5.07361 -1.70861
H 0.27147 -6.46993 -1.92917
```


Formula: H4N2O3
Source: the Open Molecules 2025 dataset
Level of theory: wB97M-V/def2-TZVPD

Summary:
Energy above the lowest of the compared OMol25 structures with the same formula, charge and spin (kcal per mole): 44.9
Net charge: 0
Electronic energy (Eh): -337.32785
HOMO level (spin up / spin down) (Ha): -0.3455 / -0.3455
Max |F| (eV Å⁻¹): 1.698

```
9
H4N2O3 | the Open Molecules 2025 dataset | wB97M-V/def2-TZVPD
N 3.43026 0.19623 0.48196
N -1.48961 0.23344 -0.60897
O 2.45836 0.24414 -0.33464
O -1.73114 -0.12794 0.77188
O 1.26740 0.52934 0.13976
H -0.88311 0.02571 1.14118
H 4.23986 -0.05058 -0.14993
H -1.02636 -0.61534 -0.90349
H -0.83648 1.04100 -0.59829
```


Formula: C3H4O2
Source: the Open Molecules 2025 dataset
Level of theory: wB97M-V/def2-TZVPD

Summary:
Energy above the lowest of the compared OMol25 structures with the same formula, charge and spin (kcal per mole): 55.0
Net charge: 0
Electronic energy (Eh): -267.10518
HOMO level (Ha): -0.3314
SMILES: C=C=O.C=O
Max |F| (eV Å⁻¹): 2.981

```
9
C3H4O2 | the Open Molecules 2025 dataset | wB97M-V/def2-TZVPD
C 1.56593 -1.36794 0.49160
C 1.66642 -0.03728 0.37594
O 1.91684 1.08862 0.55507
H 0.72760 -1.77476 1.05611
H 2.41204 -1.97968 0.17957
C 0.18698 -1.27377 -2.16273
O 0.40514 -0.06692 -2.01594
H -0.78609 -1.71131 -1.86661
H 0.89087 -1.90442 -2.74327
```


Formula: H3NO4P
Source: the Open Molecules 2025 dataset
Level of theory: wB97M-V/def2-TZVPD

Summary:
Energy above the lowest of the compared OMol25 structures with the same formula, charge and spin (kcal per mole): 9.3
Net charge: -1
Electronic energy (Eh): -698.95051
HOMO level (Ha): -0.1902
SMILES: N[P@](=O)([O-])OO
Max |F| (eV Å⁻¹): 3.040

```
9
H3NO4P | the Open Molecules 2025 dataset | wB97M-V/def2-TZVPD
N 0.20485 -0.95486 -0.06952
P -1.37398 -0.18685 0.08501
O -1.49176 0.21328 1.54358
O -2.31749 -1.06400 -0.61197
O -1.20446 1.16708 -0.86550
O -0.42127 2.11770 -0.20583
H 0.13323 -1.77528 -0.64686
H 0.16470 -1.13932 0.94981
H -0.17592 1.79015 0.73946
```


Which value of max |F| does entry 3 give?
3.076 eV Å⁻¹


Look up the max |F| of the first one.
2.057 eV Å⁻¹